# 1
Formula: C40H54AsGeN6O2Ti
Source: the Open Molecules 2025 dataset
Level of theory: the ωB97M-V functional and the def2-TZVPD basis

```
105
Properties=species:S:1:pos:R:3
Ti -1.550 0.109 -0.970
N -1.109 2.647 -3.293
C -2.533 3.033 -3.300
C -3.384 2.490 -2.119
N -2.677 2.152 -0.854
C -3.734 1.898 0.154
C -3.157 1.364 1.464
N -2.154 0.311 1.193
C -1.844 3.301 -0.413
C -0.534 2.872 0.251
N 0.039 1.707 -0.450
H -0.848 2.286 -4.202
H -0.548 3.482 -3.172
H -2.615 4.119 -3.321
H -3.005 2.676 -4.215
H -4.142 3.256 -1.917
H -3.912 1.584 -2.419
H -4.285 2.822 0.365
H -4.444 1.184 -0.256
H -2.693 2.174 2.026
H -3.981 0.993 2.074
H -1.350 0.424 1.808
H -2.557 -0.596 1.408
H -1.598 3.913 -1.277
H -2.412 3.939 0.270
H 0.145 3.729 0.243
H -0.678 2.604 1.298
H 0.890 1.433 0.034
H 0.315 1.994 -1.386
O 2.098 -2.031 -6.277
C 0.761 -1.670 -6.505
C 0.144 -1.237 -5.212
C -1.179 -0.782 -5.168
C -1.706 -0.381 -3.969
N -1.032 -0.432 -2.807
C 0.212 -0.974 -2.824
C 0.834 -1.325 -4.019
C 0.724 -1.377 -1.513
C 1.934 -2.031 -1.324
C 2.197 -2.679 -0.126
C 3.449 -3.509 0.050
O 3.321 -4.721 -0.667
C 1.212 -2.653 0.856
C 0.076 -1.905 0.642
N -0.180 -1.255 -0.501
H 2.502 -2.328 -7.098
H 0.171 -2.507 -6.899
H 0.680 -0.847 -7.226
H -1.778 -0.754 -6.069
H -2.717 0.002 -3.915
H 1.838 -1.723 -4.032
H 2.649 -2.090 -2.134
H 3.636 -3.673 1.114
H 4.307 -2.990 -0.381
H 2.866 -5.381 -0.133
H 1.341 -3.201 1.780
H -0.686 -1.863 1.406
C 4.116 -2.154 5.337
C 2.955 -1.569 5.821
C 2.164 -0.794 4.986
C 2.535 -0.595 3.662
C 3.698 -1.187 3.178
C 4.489 -1.961 4.014
As 1.415 0.450 2.447
C 0.926 1.919 3.622
C -0.149 1.960 4.499
C -0.370 3.098 5.263
C 0.481 4.188 5.141
C 1.544 4.160 4.249
C 1.771 3.027 3.476
C 2.819 2.867 2.453
C 3.786 3.810 2.123
C 4.697 3.550 1.109
C 4.645 2.353 0.407
C 3.690 1.400 0.735
C 2.790 1.647 1.761
H 4.731 -2.758 5.990
H 2.669 -1.711 6.855
H 1.266 -0.331 5.377
H 4.002 -1.027 2.149
H 5.401 -2.406 3.639
H -0.808 1.103 4.601
H -1.205 3.139 5.950
H 0.308 5.074 5.736
H 2.189 5.024 4.156
H 3.831 4.750 2.658
H 5.450 4.287 0.864
H 5.350 2.165 -0.392
H 3.658 0.461 0.189
C -1.576 -3.756 -2.122
Ge -3.120 -3.020 -1.129
C -4.771 -3.689 -1.971
C -3.101 -3.672 0.740
C -3.284 -1.028 -1.135
H -1.761 -4.817 -2.293
H -0.639 -3.669 -1.573
H -1.464 -3.277 -3.096
H -4.822 -4.777 -1.921
H -4.815 -3.396 -3.021
H -5.648 -3.285 -1.466
H -3.096 -4.762 0.723
H -4.007 -3.359 1.260
H -2.235 -3.354 1.320
H -4.036 -0.857 -0.357
H -3.786 -0.803 -2.087
```

The HOMO energy (alpha / beta) comes out at -12.8 / -12.8 eV. As for the spin multiplicity: 2. The total charge is +2.

Mulliken population analysis, charges in e, atoms 1 to 2: -0.429, -0.433

# 2
Formula: C4H12O2
Source: the Open Molecules 2025 dataset
Level of theory: the ωB97M-V functional and the def2-TZVPD basis

```
18
Properties=species:S:1:pos:R:3
C -0.224 0.081 3.261
C -1.269 1.073 2.732
O -1.804 0.599 1.545
H -0.637 -0.926 3.190
H 0.174 0.231 4.265
H 0.581 0.103 2.526
H -0.795 2.030 2.515
H -2.043 1.312 3.461
H -1.095 0.316 0.963
C 0.555 0.239 -3.205
C 0.684 -1.168 -2.654
O 1.041 -1.092 -1.277
H -0.296 0.745 -2.749
H 0.359 0.060 -4.262
H 1.457 0.841 -3.095
H 1.487 -1.716 -3.146
H -0.144 -1.872 -2.734
H 1.969 -0.856 -1.334
```

The HOMO energy comes out at -10.0 eV. As for the spin multiplicity: 1. Its SMILES is CCO.CCO.

natural (NBO) population analysis, charges in e, atoms 1 to 2: -0.641, -0.052

The calculation returns the following energy above the lowest of the compared OMol25 structures with the same formula, charge and spin values, one per record and in order: 61.0; 86.4 kJ/mol.
The calculation returns the following molar mass values, one per record and in order: 846.311; 92.138 g/mol.